Computed, not measured: a molecular structure, C20H33INO3S2Ta at a distorted geometry, with ωB97M-V/def2-TZVPD.

CARTESIAN COORDINATES (ANGSTROEM)
C 4.209 1.517 2.761
C 3.081 1.453 1.741
C 3.039 0.170 0.906
C 3.110 -1.096 1.762
N 2.203 -2.170 1.314
C 1.559 -2.858 2.450
C 0.194 -2.245 2.720
C -0.854 -2.281 1.617
C -1.819 -1.101 1.911
Ta -1.606 0.584 0.377
I -2.015 -1.083 -1.940
C -3.866 1.105 0.363
O -4.343 2.272 -0.375
C -4.373 2.145 -1.717
C -3.543 2.958 -2.491
C -3.559 2.854 -3.877
C -4.400 1.940 -4.509
C -5.248 1.148 -3.737
C -5.239 1.249 -2.352
C -1.053 1.875 2.134
O 0.072 1.772 2.664
O -2.027 2.603 2.450
C 2.508 -2.931 0.241
S 1.664 -4.252 -0.251
S 3.951 -2.453 -0.730
C 3.246 -1.389 -2.037
C 1.738 -1.114 -2.009
C 1.455 0.284 -2.565
H 4.200 2.479 3.277
H 5.186 1.416 2.280
H 4.120 0.751 3.531
H 3.225 2.277 1.036
H 2.103 1.620 2.199
H 2.077 0.162 0.392
H 3.862 0.183 0.191
H 2.737 -0.813 2.746
H 4.130 -1.454 1.910
H 1.566 -3.934 2.306
H 2.145 -2.637 3.346
H 0.408 -1.191 2.923
H -0.200 -2.678 3.644
H -0.354 -2.118 0.663
H -1.370 -3.242 1.583
H -1.570 -0.703 2.894
H -2.873 -1.403 1.901
H -1.075 2.048 -0.636
H 0.191 0.083 0.207
H -4.120 1.304 1.404
H -4.458 0.233 0.048
H -2.889 3.647 -1.975
H -2.896 3.488 -4.451
H -4.381 1.847 -5.587
H -5.901 0.433 -4.220
H -5.877 0.626 -1.741
H 3.781 -0.441 -2.035
H 3.484 -1.879 -2.982
H 1.223 -1.837 -2.639
H 1.322 -1.139 -1.006
H 1.700 1.032 -1.810
H 2.032 0.487 -3.470
H 0.391 0.396 -2.753

The HOMO energy comes out at -0.7 eV. Its HOMO-LUMO gap is 4.949 eV. For the molar mass, the calculation gives 707.474 g/mol. The largest force on an atom is 2.11 eV/Å. As for the net charge: -2.